No. 1
20
Properties=species:S:1:pos:R:3:nbo_charge:R:1 method="wB97M-V/def2-TZVPD" largest_force_ev_per_a=7.36 total_energy_ha=-311.76830 total_charge=0 gap_ha=0.3772 relative_energy_kj_mol=572.6
C 1.80 0.40 0.98 -0.634
C -0.67 0.66 0.65 -0.266
C 0.44 -0.53 -0.76 -0.244
C -0.82 -0.27 -1.63 -0.399
C -1.37 0.81 -0.75 -0.414
C 0.00 -1.56 0.32 -0.232
C -0.71 -0.89 1.11 -0.200
C 0.69 0.83 0.06 -0.272
H -1.47 -1.33 -1.80 0.215
H -2.38 0.86 -0.19 0.207
H 0.27 -2.66 0.39 0.232
H 2.77 1.12 0.48 0.212
H -1.25 1.76 -1.07 0.205
H 1.86 -0.90 1.24 0.251
H 1.18 -0.89 -1.43 0.215
H -0.46 0.19 -2.45 0.205
H -1.35 1.22 1.36 0.232
H 1.21 1.80 -0.54 0.257
H -1.38 -1.56 1.89 0.224
H 1.62 0.94 2.14 0.204

No. 2
20
Properties=species:S:1:pos:R:3:mulliken_spin:R:1 method="wB97M-V/def2-TZVPD" largest_force_ev_per_a=1.78 total_energy_ha=-311.64931 total_charge=+1 multiplicity=2 gap_ha="0.3477 / 0.2273" relative_energy_kj_mol=50.0
C -3.23 -0.36 0.04 0.018
C -1.93 -0.51 -0.72 0.049
C 2.09 0.87 0.31 0.267
C -0.73 -0.11 0.01 0.201
C 3.28 1.41 1.04 0.006
C 0.39 -0.90 0.19 0.155
C -1.76 -0.85 -2.00 0.158
C 1.56 -0.32 0.74 0.071
H 3.73 2.29 0.61 0.000
H 3.01 1.57 2.08 0.025
H 4.06 0.64 1.00 0.024
H -3.03 -0.81 1.02 -0.005
H -4.01 -0.89 -0.51 0.002
H 1.78 1.33 -0.62 0.011
H 0.38 -1.91 -0.19 0.001
H -0.83 0.87 0.45 -0.006
H -0.79 -0.99 -2.48 0.003
H -2.53 -1.04 -2.74 0.010
H 2.07 -0.97 1.45 0.013
H -3.51 0.67 0.32 -0.002

No. 3
20
Properties=species:S:1:pos:R:3:mulliken_spin:R:1 method="wB97M-V/def2-TZVPD" largest_force_ev_per_a=4.91 total_energy_ha=-311.57798 total_charge=+1 multiplicity=2 gap_ha="0.3442 / 0.1861" relative_energy_kj_mol=237.3
C 0.34 0.03 -0.94 0.244
C 0.55 1.30 -1.30 0.232
C 1.67 -0.20 1.13 0.290
C -0.98 -2.19 0.71 -0.009
C -1.65 -0.24 1.96 0.015
C -0.78 -0.93 0.99 0.056
C 0.69 1.80 -2.70 0.011
C 0.51 -0.42 0.44 0.064
H -0.13 1.57 -3.23 0.019
H -2.08 0.82 1.78 -0.001
H -2.52 -0.82 2.31 0.003
H -0.36 -2.79 0.22 -0.002
H 1.44 1.22 -3.13 0.039
H 2.44 0.16 0.54 0.014
H 0.87 1.95 -0.62 0.015
H -1.80 -2.74 1.25 -0.001
H 1.05 2.88 -2.72 0.000
H 1.88 -0.49 2.19 0.009
H 0.03 -0.76 -1.79 0.004
H -1.16 -0.15 2.91 0.000

No. 4
37
Properties=species:S:1:pos:R:3:nbo_charge:R:1 method="wB97M-V/def2-TZVPD" largest_force_ev_per_a=5.52 total_energy_ha=-2212.56442 total_charge=-1 gap_ha=0.2664 relative_energy_kj_mol=392.1
K 6.43 2.49 4.77 1.000
F 1.86 -2.10 1.57 -0.597
F 3.78 -2.26 2.84 -0.581
F 3.23 3.16 9.22 -0.594
F 2.48 1.95 7.39 -0.602
F 2.50 -4.20 2.21 -0.590
F 3.78 -2.99 0.69 -0.586
F 1.72 1.35 9.40 -0.570
F 3.85 0.98 8.63 -0.569
O -3.35 -3.84 -2.51 -0.515
O -3.86 -1.83 -3.58 -0.576
O -2.08 -3.11 -4.17 -0.466
O -1.23 6.70 -3.69 -0.583
O 0.54 5.32 -3.01 -0.483
O -1.02 5.95 -1.47 -0.487
C -0.06 5.09 -0.81 0.065
C -0.58 6.09 -2.79 0.967
C -3.12 -2.78 -3.44 0.978
C -2.75 -6.19 -2.49 -0.634
C -1.72 -4.39 -3.89 -0.091
C -0.93 4.23 0.07 -0.637
C -2.26 -4.78 -2.54 0.054
C 0.71 4.45 -1.95 -0.093
B 3.02 -2.90 1.86 1.355
B 2.84 1.85 8.74 1.336
H 0.61 5.68 -0.19 0.179
H -2.04 -5.10 -4.65 0.171
H 0.42 3.42 -2.17 0.193
H -3.84 -6.17 -2.46 0.241
H -2.46 -6.67 -3.43 0.202
H -1.70 3.65 -0.44 0.227
H -1.57 -4.56 -1.72 0.203
H -0.45 3.51 0.73 0.233
H -1.54 4.95 0.63 0.228
H 1.77 4.40 -1.69 0.191
H -0.63 -4.51 -3.92 0.201
H -2.35 -6.84 -1.72 0.230

No. 5
42
Properties=species:S:1:pos:R:3:nbo_charge:R:1 method="wB97M-V/def2-TZVPD" largest_force_ev_per_a=1.45 total_energy_ha=-2637.32600 total_charge=-2 gap_ha=0.3675 relative_energy_kj_mol=0.0
K 0.58 1.60 0.32 0.961
F 3.26 1.59 -0.06 -0.579
F 4.42 -0.04 -1.14 -0.578
F 1.39 4.33 -0.62 -0.581
F 0.52 -0.36 2.08 -0.609
F 4.23 2.08 -2.13 -0.572
F -0.20 5.47 -1.88 -0.578
F 2.43 0.71 -2.00 -0.606
F 0.11 3.18 -2.04 -0.572
F 1.57 -0.42 4.15 -0.581
F -0.81 4.16 -0.09 -0.587
F 2.56 0.65 2.41 -0.566
F 2.42 -1.64 2.38 -0.569
O 0.60 -1.43 -1.57 -0.461
O -1.14 -0.12 -1.14 -0.616
O -3.62 0.50 2.08 -0.486
O -0.82 -0.97 -3.21 -0.494
O -3.41 0.07 4.25 -0.506
O -5.28 1.06 3.49 -0.615
C -2.39 -0.24 2.17 -0.078
C 0.06 -1.93 -3.80 0.072
C -0.54 -0.79 -1.91 0.990
C -4.23 0.54 3.27 0.975
C -1.72 -1.66 4.22 -0.642
C 1.17 -2.03 -2.73 -0.095
C 0.55 -1.35 -5.11 -0.624
C -2.14 -0.30 3.70 0.064
B 0.09 4.28 -1.18 1.331
B 1.77 -0.46 2.76 1.342
B 3.63 1.10 -1.33 1.348
H 1.37 -1.96 -5.49 0.204
H 0.91 -0.34 -4.93 0.249
H -2.45 -1.24 1.73 0.181
H 2.10 -1.55 -3.04 0.229
H -1.39 0.45 3.93 0.204
H -2.02 -2.47 3.55 0.198
H -0.62 -1.67 4.20 0.264
H -0.41 -2.90 -3.96 0.165
H 1.31 -3.07 -2.45 0.179
H -1.60 0.31 1.71 0.219
H -0.26 -1.38 -5.84 0.205
H -2.02 -1.80 5.25 0.214

No. 6
28
Properties=species:S:1:pos:R:3:nbo_charge:R:1 method="wB97M-V/def2-TZVPD" largest_force_ev_per_a=4.66 total_energy_ha=-1325.46738 total_charge=-1 gap_ha=0.1703 relative_energy_kj_mol=0.0
Sn -1.27 0.06 0.31 1.618
S 0.40 2.42 -2.38 1.242
O 0.50 1.16 -1.55 -1.027
O 3.20 -2.66 4.84 -0.600
O -0.99 -2.52 1.56 -0.752
O 1.00 -0.68 1.31 -0.827
O 1.07 -4.60 5.10 -0.616
C 1.12 -3.71 4.22 0.416
C -0.89 2.14 -3.61 -0.816
C 2.23 -1.67 3.04 -0.467
C 2.27 -2.69 3.99 0.413
C 1.81 2.52 -3.52 -0.817
C 0.01 -3.60 3.37 -0.487
C -0.11 -2.56 2.42 0.390
C 1.08 -1.58 2.23 0.382
B -3.27 1.81 -1.09 -0.828
H -0.50 1.28 -4.16 0.219
H -2.29 2.35 -0.85 -0.045
H -0.90 3.02 -4.26 0.220
H -3.67 1.57 -0.05 -0.021
H -1.86 2.00 -3.14 0.296
H 2.64 2.98 -3.00 0.242
H -0.89 -4.17 3.52 0.204
H -3.95 2.55 -1.61 0.013
H 1.41 3.03 -4.39 0.233
H 2.05 1.46 -3.62 0.245
H 2.83 -0.78 3.00 0.215
H -3.04 0.87 -1.69 -0.046

No. 7
25
Properties=species:S:1:pos:R:3:nbo_charge:R:1 method="wB97M-V/def2-TZVPD" largest_force_ev_per_a=4.48 total_energy_ha=-3489.32377 total_charge=0 gap_ha="0.2328 / 0.2328" relative_energy_kj_mol=92.8
Br -0.43 -4.89 -1.11 0.011
S 0.70 0.91 1.85 1.206
O -2.21 -2.23 -0.54 -0.631
O -0.29 1.88 2.36 -0.934
N -0.56 -0.99 0.53 -0.254
C 1.98 0.21 -0.48 -0.654
C -0.57 0.11 -0.40 -0.101
C -1.12 -2.31 -0.08 0.515
C -0.08 -0.72 1.66 -0.010
C -0.11 -3.25 -0.07 -0.524
C 0.76 2.35 -0.59 -0.654
C 0.70 0.94 -0.11 -0.134
C -1.79 0.96 -0.19 -0.694
H -0.03 -1.42 2.39 0.225
H 1.80 -0.75 -1.02 0.233
H -2.13 1.70 -1.01 0.247
H -0.34 -0.35 -1.48 0.262
H 0.84 -3.09 0.28 0.200
H 1.64 2.94 -0.34 0.234
H -0.05 2.87 -0.09 0.238
H 2.65 0.81 -1.12 0.238
H 2.53 -0.06 0.48 0.215
H -2.75 0.34 -0.12 0.265
H 0.66 2.49 -1.62 0.233
H -1.81 1.56 0.82 0.265

No. 8
34
Properties=species:S:1:pos:R:3:nbo_charge:R:1 method="wB97M-V/def2-TZVPD" largest_force_ev_per_a=0.20 total_energy_ha=-3177.81902 total_charge=0 gap_ha=0.3050 relative_energy_kj_mol=35.2
Ca -0.91 0.56 0.60 1.796
S -2.25 -4.02 -0.67 0.377
S -3.80 0.06 2.69 1.274
S 1.60 0.76 1.19 2.538
S -2.93 1.53 -3.81 0.389
O -3.00 0.69 1.59 -1.077
O 3.00 0.86 1.47 -0.961
O 0.68 1.22 2.29 -1.125
O 1.12 -0.66 0.90 -1.164
O 1.14 1.54 -0.03 -1.148
N -1.04 2.82 -2.31 -0.796
N -1.56 -1.59 -0.34 -0.613
N -1.77 0.70 -1.70 -0.623
N -0.45 -3.00 1.13 -0.823
C -1.32 -2.79 0.11 0.278
C -2.59 -0.33 -2.12 0.187
C -2.84 0.33 4.18 -0.823
C -3.31 -0.06 -3.23 -0.459
C -2.95 -2.82 -1.71 -0.445
C -2.45 -1.60 -1.40 0.099
C -1.80 1.71 -2.51 0.271
C -3.53 -1.70 2.54 -0.833
H -4.06 -2.21 3.35 0.241
H -2.88 1.40 4.39 0.254
H -0.22 2.68 -1.73 0.441
H 0.26 -2.26 1.22 0.468
H -2.47 -1.93 2.57 0.248
H -4.01 -0.69 -3.76 0.246
H -3.96 -2.01 1.59 0.249
H -0.11 -3.94 1.26 0.395
H -0.95 3.48 -3.06 0.400
H -3.28 -0.23 5.00 0.237
H -1.81 0.03 4.00 0.257
H -3.62 -3.10 -2.50 0.246

No. 9
24
Properties=species:S:1:pos:R:3:mulliken_spin:R:1 method="wB97M-V/def2-TZVPD" largest_force_ev_per_a=4.90 total_energy_ha=-1435.30146 total_charge=0 multiplicity=5 gap_ha="0.2919 / 0.2156" relative_energy_kj_mol=0.0
Pd 0.43 -0.12 1.77 1.227
Cl 1.09 1.98 2.62 0.470
Cl -0.62 -2.21 1.49 0.498
O -0.43 -0.53 4.65 -0.011
C -0.35 -0.05 -2.18 0.002
C -1.28 0.58 1.07 1.339
C -1.55 -0.18 -1.25 0.071
C 1.44 0.17 -0.31 -0.062
C 0.93 -0.57 -1.53 0.015
C -0.14 -0.39 3.56 0.186
C -1.61 1.04 -0.26 -0.032
C 2.61 -0.34 0.26 0.199
H 0.81 -1.62 -1.23 -0.001
H 1.07 1.19 -0.10 -0.008
H 3.06 -1.19 -0.27 -0.003
H -2.50 -0.21 -1.82 -0.021
H -0.88 1.81 -0.51 0.039
H -2.64 1.43 -0.22 0.048
H 1.75 -0.59 -2.27 -0.008
H -0.21 0.99 -2.50 -0.002
H 3.15 0.17 1.06 0.007
H -2.14 0.42 1.74 0.031
H -1.46 -1.12 -0.68 0.012
H -0.53 -0.65 -3.07 0.003

No. 10
24
Properties=species:S:1:pos:R:3:lowdin_charge:R:1 method="wB97M-V/def2-TZVPD" largest_force_ev_per_a=4.64 total_energy_ha=-1480.13665 total_charge=-1 gap_ha="0.2317 / 0.2318" relative_energy_kj_mol=0.0
Tl -0.50 1.86 0.67 0.266
Cl -0.24 3.30 2.63 -0.115
Cl -0.96 2.93 -1.44 -0.108
O 2.15 4.31 0.55 0.043
C -1.77 0.50 1.45 -0.289
C 0.62 -0.24 0.86 -0.297
C -0.74 -0.64 0.80 -0.528
C 1.63 -0.65 -0.16 -0.236
C 1.09 -1.33 -1.44 -0.204
C 1.66 3.29 0.40 -0.159
C -1.23 -0.86 -0.65 -0.212
C -0.32 -1.89 -1.32 -0.212
H 1.77 -2.13 -1.74 0.094
H -1.71 0.48 2.54 0.029
H -0.72 -2.15 -2.31 0.101
H -2.27 -1.18 -0.64 0.108
H -1.20 0.08 -1.22 0.070
H 2.36 -1.35 0.30 0.095
H 1.03 0.03 1.85 0.091
H -2.75 0.40 0.98 0.030
H 1.12 -0.61 -2.26 0.106
H 2.24 0.23 -0.48 0.093
H -0.90 -1.57 1.38 0.124
H -0.33 -2.82 -0.74 0.109

No. 11
43
Properties=species:S:1:pos:R:3:lowdin_charge:R:1 method="wB97M-V/def2-TZVPD" largest_force_ev_per_a=7.29 total_energy_ha=-3834.51060 total_charge=+1 gap_ha=0.1335 relative_energy_kj_mol=0.0
Y 2.31 -3.56 1.13 2.140
Cl 4.83 2.68 -0.05 0.526
Cl 0.77 -1.14 -0.94 0.675
Cl 5.35 3.86 -3.06 0.578
S 0.62 -3.77 4.15 0.560
S -0.98 -3.97 2.26 0.504
F 2.21 -4.19 4.14 -0.236
F -0.87 -3.71 0.67 -0.201
O -1.71 -2.82 2.62 -0.150
O -3.62 0.29 -2.38 0.086
O -0.47 -1.57 -1.43 -0.234
O -2.05 1.63 -1.57 0.046
O 0.91 0.28 -1.00 -0.260
O -1.68 2.90 2.01 0.074
O 0.73 -2.48 4.70 -0.166
O -0.03 -4.78 4.88 -0.140
O 1.90 -1.71 -1.68 -0.354
O -2.55 0.87 2.34 0.068
O -3.81 1.10 -0.29 0.203
O 1.00 -1.52 0.48 -0.474
O -1.55 -5.26 2.28 -0.157
O -3.74 2.71 2.87 0.183
N 0.62 -3.88 2.48 -0.480
C -1.71 1.52 -2.94 -0.107
C 4.06 2.72 -2.69 -0.693
C -1.31 0.64 1.70 -0.144
C -2.76 2.20 2.44 -0.575
C -2.64 0.38 -3.40 -0.127
C -3.22 1.01 -1.31 -0.551
C -0.70 2.03 1.47 -0.113
C 4.41 1.79 -1.54 -0.669
H 3.86 2.03 -3.52 0.078
H -2.05 -0.52 -3.56 0.116
H -3.10 0.57 -4.37 0.131
H -1.50 0.18 0.73 0.098
H -0.53 2.23 0.41 0.106
H -0.66 -0.01 2.29 0.110
H -0.68 1.19 -3.07 0.112
H -1.85 2.40 -3.57 0.132
H 5.25 1.14 -1.76 0.065
H 0.27 2.13 1.97 0.126
H 3.13 3.26 -2.53 0.074
H 3.55 1.17 -1.33 0.042

No. 12
22
Properties=species:S:1:pos:R:3:mulliken_spin:R:1 method="wB97M-V/def2-TZVPD" largest_force_ev_per_a=5.44 total_energy_ha=-1113.39831 total_charge=0 multiplicity=3 gap_ha="0.2694 / 0.2348"
Cl -1.22 -1.02 -2.43 0.124
P -1.03 -2.37 0.15 1.051
C -1.66 1.46 1.76 -0.031
C -0.04 1.20 -0.06 0.017
C 1.23 -1.48 -1.33 0.014
C 1.84 -0.45 -0.37 0.056
C 1.34 0.99 -0.60 -0.021
C -0.31 1.36 1.23 0.056
C -2.71 0.83 1.24 0.027
C -0.24 -1.65 -1.16 0.670
H 0.16 -2.71 0.81 -0.008
H -1.78 2.06 2.65 0.002
H 2.03 1.66 -0.09 0.005
H -2.61 0.18 0.39 0.001
H 1.38 1.21 -1.67 -0.002
H 1.60 -0.73 0.66 0.020
H -0.85 1.21 -0.77 -0.018
H 2.92 -0.47 -0.50 -0.014
H 0.49 1.42 1.95 -0.003
H 1.72 -2.44 -1.15 0.041
H -3.69 0.92 1.67 0.001
H 1.44 -1.18 -2.36 0.011